[1]
Below is C51H63GaGeN2O4PS2Te as an isolated structure, with properties calculated with wB97M-V/def2-TZVPD.

Values from the calculation:
Kohn-Sham gap   6.00 eV
HOMO energy   -0.347 Ha
Energy relative to the best compared isomer or geometry (same formula, charge and spin)   0.0000 eV
Maximum force   0.00660 Eh/bohr
Calculated total energy   -7799.0505 hartree

ORCA input file:
```
! RIJCOSX wB97M-V def2-TZVPD def2/J DEFGRID3
* xyz 1 1
Ga 0.04437 0.70357 0.43247
C -2.45702 -3.52794 5.18381
C -1.68809 -2.82583 4.10013
C -1.16719 -1.56042 4.28077
C -0.46638 -0.89767 3.25567
C 0.01622 0.46749 3.40937
O 0.09019 1.23381 2.41354
C 0.39567 1.00965 4.72072
C 0.28577 2.38503 4.94003
C 0.66228 2.92361 6.15542
C 1.17635 2.09838 7.14860
C 1.31148 0.73471 6.92865
C 0.91445 0.18656 5.72123
C -0.30969 -1.54107 2.01941
O 0.35693 -0.99546 0.98941
C -0.81939 -2.82372 1.83007
C -1.49391 -3.44955 2.85934
C -0.63954 -3.45335 0.48267
N -1.41400 -3.24617 -0.49642
C -2.52314 -2.31950 -0.39434
C -3.81941 -2.98728 0.04512
Te -4.24061 -4.88894 -0.85792
C -3.28833 -5.95421 0.69738
C -1.99327 -6.43563 0.54606
C -1.36312 -7.09465 1.59304
C -2.02970 -7.28735 2.79491
C -3.32992 -6.82393 2.94689
C -3.95788 -6.15980 1.90151
C 0.52741 -4.35452 0.29923
C 1.30553 -4.76126 1.37736
C 2.37348 -5.62928 1.18681
C 2.67923 -6.08577 -0.08466
C 1.91443 -5.66841 -1.17060
C 0.84817 -4.80882 -0.98147
H -2.54653 -2.90568 6.07257
H -1.96502 -4.45878 5.46912
H -3.46243 -3.78159 4.84511
H -1.32976 -1.04831 5.22057
H -0.10630 3.01688 4.15519
H 0.56087 3.98499 6.33180
H 1.47770 2.52204 8.09648
H 1.72787 0.09967 7.69774
H 1.03617 -0.87348 5.54200
H -1.89489 -4.44454 2.69073
H -2.64971 -1.87766 -1.38587
H -2.32429 -1.49193 0.30839
H -4.66285 -2.33592 -0.17540
H -3.82591 -3.17406 1.11908
H -1.46598 -6.27228 -0.38302
H -0.34965 -7.45408 1.46674
H -1.54230 -7.80936 3.60730
H -3.86094 -6.98695 3.87572
H -4.97561 -5.80940 2.01776
H 1.06887 -4.42120 2.37757
H 2.96115 -5.95263 2.03594
H 3.50904 -6.76347 -0.23466
H 2.15110 -6.02508 -2.16454
H 0.23202 -4.48608 -1.81054
C 0.10093 3.13418 -5.23059
C 1.04518 3.22388 -4.05309
C 2.48692 3.39215 -4.48121
O 0.95728 2.06532 -3.14240
P 0.49945 0.60547 -3.52188
S -1.31407 0.32598 -4.07938
S 0.77302 -0.47752 -1.72674
O 1.68094 0.14379 -4.46437
C 1.97505 -1.15011 -5.08607
C 2.85992 -1.95399 -4.15440
C 0.74439 -1.91075 -5.52259
H 0.17214 4.07062 -5.78400
H -0.93111 2.99399 -4.91919
H 0.38071 2.32377 -5.90503
H 0.74442 4.04959 -3.40708
H 2.81401 2.53228 -5.06602
H 3.14666 3.51297 -3.62584
H 2.57191 4.28291 -5.10287
H 2.54841 -0.84539 -5.96324
H 2.29429 -2.33023 -3.30075
H 3.70192 -1.35815 -3.79699
H 3.26286 -2.80869 -4.69666
H 0.15170 -2.24600 -4.67159
H 1.07930 -2.78948 -6.07411
H 0.11048 -1.31508 -6.17560
C -1.07512 2.20251 -0.16386
C -2.44912 1.69159 0.17922
C -2.91681 1.71472 1.49544
C -4.12732 1.13461 1.82663
C -4.89972 0.53272 0.83579
C -4.46350 0.54133 -0.48681
C -3.24399 1.10801 -0.80755
C -6.13524 -0.11094 1.18143
N -7.11063 -0.64394 1.46779
H -0.80579 3.09253 0.40255
H -0.95358 2.38241 -1.22975
H -2.32300 2.18677 2.26835
H -4.48074 1.14543 2.84845
H -5.07541 0.09015 -1.25638
H -2.89408 1.08829 -1.83257
C 5.56222 -4.01756 -0.87766
C 5.29840 -3.32813 0.45565
C 4.85761 -1.87221 0.29690
C 3.43140 -1.76080 -0.24830
Ge 2.83111 0.00962 -0.82026
C 3.88119 1.14061 -2.02133
C 5.37129 1.20861 -1.69200
C 5.65730 1.65786 -0.26489
C 7.14480 1.68590 0.05237
H 5.94064 -5.02869 -0.73047
H 6.30611 -3.46810 -1.45801
H 4.65450 -4.09808 -1.47986
H 6.20389 -3.35912 1.06629
H 4.52999 -3.87579 1.00726
H 5.56706 -1.36704 -0.35966
H 4.91831 -1.36397 1.26234
H 2.71455 -2.09819 0.50390
H 3.28480 -2.41295 -1.11308
H 2.31328 0.86667 0.39400
H 3.42961 2.13084 -1.94462
H 3.70881 0.80007 -3.04328
H 5.85109 1.90301 -2.38856
H 5.84197 0.23990 -1.87476
H 5.15342 0.98905 0.44246
H 5.21810 2.64724 -0.10430
H 7.58476 0.69325 -0.06024
H 7.33040 2.01959 1.07235
H 7.67430 2.36040 -0.62149
*
```

---

[2]
Below is a 13-piece molecular cluster, C51H72F6O9S6 overall, with properties calculated with wB97M-V/def2-TZVPD.

Values from the calculation:
Kohn-Sham gap (spin up / spin down)   8.75 / 4.09 eV
⟨S²⟩   0.76
HOMO energy (spin up / spin down)   -0.400 / -0.400 Ha
Maximum force   0.06508 Eh/bohr
Calculated total energy   -5651.4345 hartree

ORCA input file:
```
! RIJCOSX wB97M-V def2-TZVPD def2/J DEFGRID3
* xyz 1 2
F 0.03270 -23.38028 1.96758
C -0.62506 -23.40135 3.14597
C -2.02479 -23.23357 3.15473
C -2.70662 -23.07892 4.36631
C -1.93645 -23.15405 5.55156
C -0.52902 -23.43012 5.56839
C 0.15311 -23.46541 4.33048
H -2.57994 -23.04017 2.24875
H -3.76866 -22.88430 4.34180
H -2.49086 -23.01422 6.46779
H -0.05985 -23.37917 6.53982
H 1.23071 -23.41909 4.38546
F 4.68517 -24.25746 4.92543
C 4.07759 -24.52201 3.77318
C 3.69839 -23.48088 3.00343
C 3.11714 -23.71691 1.73359
C 2.95991 -25.01469 1.31858
C 3.38909 -26.08628 2.12394
C 3.97815 -25.86335 3.42731
H 3.75733 -22.44618 3.30727
H 2.83177 -22.85502 1.14869
H 2.57351 -25.23426 0.33427
H 3.21590 -27.07432 1.72370
H 4.35387 -26.66110 4.05087
F 2.90828 -30.98253 -4.04922
C 3.11256 -29.65988 -3.71989
C 4.13062 -28.96022 -4.32545
C 4.40373 -27.65482 -4.00440
C 3.58389 -26.96678 -3.06405
C 2.55050 -27.64624 -2.42891
C 2.28226 -28.96134 -2.75601
H 4.70512 -29.50150 -5.06257
H 5.20182 -27.14700 -4.52552
H 3.85013 -25.94509 -2.83676
H 1.82357 -27.22807 -1.74838
H 1.44287 -29.47199 -2.30761
F 3.96244 -19.31758 -6.68205
C 3.47227 -18.42973 -5.75402
C 3.28127 -17.05396 -6.11610
C 2.64015 -16.21932 -5.24054
C 2.36191 -16.69783 -3.95041
C 2.57728 -17.99197 -3.55994
C 3.15006 -18.87669 -4.47777
H 3.54594 -16.78320 -7.12755
H 2.20746 -15.26992 -5.51950
H 1.70112 -16.06619 -3.37527
H 2.27906 -18.34134 -2.58249
H 3.19712 -19.95375 -4.41350
F -2.41188 -25.16274 1.02609
C -1.84430 -26.34036 0.56680
C -0.50666 -26.64071 0.97877
C 0.09965 -27.82981 0.50458
C -0.65441 -28.63448 -0.35199
C -2.00455 -28.41304 -0.68021
C -2.56131 -27.16766 -0.28580
H -0.01075 -26.01006 1.70178
H 1.11151 -28.10456 0.76351
H -0.30439 -29.59877 -0.68966
H -2.58890 -29.05493 -1.32280
H -3.55967 -26.78721 -0.44375
F 0.72971 -22.12759 -7.28596
C 1.77069 -22.93503 -7.20852
C 1.72176 -24.24456 -6.69800
C 2.84750 -25.07124 -6.86618
C 3.96960 -24.72194 -7.57341
C 3.94651 -23.42468 -8.12188
C 2.87654 -22.54681 -7.93553
H 0.92855 -24.61938 -6.06814
H 2.80855 -26.02996 -6.37046
H 4.86640 -25.30994 -7.70144
H 4.78143 -23.14381 -8.74672
H 2.79058 -21.57120 -8.39072
C -2.34217 -26.27752 -3.70321
S -2.15411 -24.60474 -2.96814
O -1.83850 -23.71360 -4.15998
C -3.92749 -24.26993 -2.49732
H -2.60605 -26.18592 -4.75682
H -3.15345 -26.80443 -3.20092
H -1.39970 -26.79678 -3.52941
H -4.62556 -24.70010 -3.21548
H -4.18528 -23.21806 -2.37395
H -3.98231 -24.73031 -1.51084
C -2.56805 -19.02321 -2.15943
S -0.96632 -19.10018 -3.15229
O 0.15771 -19.65044 -2.28758
C -1.52746 -20.32437 -4.39618
H -2.95335 -20.01579 -1.92607
H -3.38202 -18.71902 -2.81748
H -2.63591 -18.31796 -1.33112
H -1.81000 -21.26817 -3.92979
H -0.77399 -20.58447 -5.13965
H -2.25476 -19.83660 -5.04518
C 1.55517 -22.27972 -3.39307
S 1.78919 -23.87610 -2.51959
O 3.07661 -23.70239 -1.70651
C 0.68157 -23.40393 -1.17384
H 0.50577 -22.09451 -3.62232
H 2.11139 -22.18317 -4.32548
H 1.92346 -21.54321 -2.67892
H 1.16759 -22.64014 -0.56678
H 0.44058 -24.25441 -0.53610
H -0.20037 -22.94522 -1.62089
C 1.40114 -19.65826 3.29473
S 2.75031 -19.19741 2.08166
O 3.78637 -20.29481 2.38756
C 1.78962 -19.72093 0.55865
H 1.07145 -20.69513 3.22912
H 0.57585 -19.00759 3.00553
H 1.71547 -19.52578 4.32998
H 2.34484 -19.57512 -0.36794
H 0.89393 -19.13088 0.36455
H 1.53723 -20.78005 0.61015
C 6.27729 -25.52555 -1.52203
S 7.62417 -24.81495 -0.48330
O 7.88812 -23.40165 -0.97198
C 6.58571 -24.75597 1.04106
H 5.70299 -26.26154 -0.95936
H 6.56453 -25.83191 -2.52788
H 5.57827 -24.71538 -1.72958
H 6.32900 -25.76141 1.37466
H 5.72694 -24.09056 0.95256
H 7.14308 -24.33642 1.87859
C 6.34723 -20.94547 0.95535
S 5.61174 -19.85055 -0.33351
O 6.84619 -19.33988 -1.07632
C 4.85082 -21.17383 -1.36420
H 7.13220 -20.44993 1.52663
H 6.90571 -21.76709 0.50688
H 5.68974 -21.39240 1.70105
H 4.18648 -21.79927 -0.76790
H 5.56713 -21.82234 -1.86863
H 4.26807 -20.69278 -2.14976
C -1.73597 -20.71080 0.95907
O -1.68123 -19.81819 2.09907
C -2.57278 -18.83072 2.08516
O -3.42656 -18.68016 1.21865
O -2.34776 -17.90794 3.10364
C -3.22173 -16.78912 3.21804
H -1.54414 -20.32417 -0.04183
H -2.67766 -21.24830 0.84763
H -1.04089 -21.55041 0.96190
H -3.10162 -16.59230 4.28337
H -4.26588 -17.02272 3.01000
H -2.87104 -15.95103 2.61579
*
```